[1]
{"formula": "C28H28CuIN4O3", "method": "ωB97M-V with the def2-TZVPD basis set", "species": ["C", "H", "C", "C", "H", "C", "H", "H", "C", "H", "C", "H", "H", "H", "C", "N", "H", "C", "C", "H", "H", "H", "C", "H", "C", "C", "O", "H", "N", "C", "N", "H", "C", "H", "C", "Cu", "C", "H", "N", "C", "H", "O", "C", "C", "C", "H", "C", "H", "C", "H", "H", "C", "C", "H", "C", "C", "C", "H", "H", "H", "O", "C", "H", "I", "H"], "coordinates": [[-1.490, 1.719, -0.741], [3.473, 2.379, 3.652], [2.630, -0.040, 2.530], [2.200, 1.875, 0.895], [-4.112, 0.898, -0.493], [1.606, 3.204, 4.038], [3.023, 1.378, 0.374], [-2.105, -3.249, -0.646], [-0.296, 2.475, 2.713], [-1.715, 0.261, -3.346], [-2.671, -1.669, -3.705], [-3.009, 0.118, 0.696], [-3.124, -3.780, -3.937], [1.145, -4.472, -3.502], [1.725, -3.982, -2.706], [-2.524, 2.102, 0.336], [4.566, -3.867, -0.822], [-0.208, -2.467, -2.753], [-0.921, -2.618, 0.812], [-4.266, 1.322, 1.137], [3.016, 3.974, 1.252], [-1.312, 2.566, 2.333], [-2.425, -3.041, -3.667], [-3.697, 3.636, 1.146], [-1.167, -3.428, -3.246], [3.519, -3.727, -1.146], [2.060, -0.979, 1.799], [0.395, -4.013, 1.601], [-0.462, -1.177, -2.759], [1.072, -2.867, -2.115], [-1.632, -3.602, 0.147], [-2.568, 4.208, -0.119], [-3.501, 1.065, 0.470], [-1.718, 2.309, -1.643], [0.217, 3.276, 3.593], [1.019, -0.469, 0.006], [2.932, -2.593, -0.578], [-1.570, 0.641, -0.871], [0.079, -3.040, 1.575], [1.457, 4.011, -0.001], [3.427, -5.144, -2.774], [3.555, -0.273, 3.278], [1.647, -2.128, -1.030], [-3.219, 3.397, 0.202], [2.037, 1.395, 2.334], [0.018, 0.388, 2.429], [0.497, 1.332, 2.137], [1.886, 4.006, 4.686], [-0.086, 2.192, -0.297], [0.800, -2.382, 1.877], [-0.252, 4.011, -1.320], [2.426, 2.367, 3.405], [0.354, 3.401, -0.647], [-1.071, -4.435, -0.024], [-1.674, -0.789, -3.278], [2.903, -4.401, -2.194], [0.722, 1.384, 0.602], [3.497, -2.069, 0.138], [1.464, 5.118, 0.082], [-3.642, -1.272, -3.962], [-1.191, -1.441, 0.726], [2.291, 3.348, 0.740], [-0.948, -4.526, -3.178], [-1.116, 4.817, 4.378], [-3.968, 3.368, -0.620]], "mulliken_spin": [0.00, 0.00, 0.00, -0.05, 0.00, 0.00, -0.03, 0.00, 0.01, 0.00, 0.00, 0.00, 0.00, 0.00, 0.00, 0.00, 0.00, 0.03, 0.00, 0.00, 0.00, 0.00, 0.00, 0.00, 0.00, -0.01, 0.06, 0.00, 0.00, -0.10, 0.00, 0.00, 0.00, 0.00, -0.01, 1.09, -0.05, -0.02, 0.00, -0.02, 0.00, 0.00, 0.05, 0.00, 0.02, 0.01, -0.15, 0.00, -0.43, -0.01, 0.01, 0.00, 0.13, 0.00, 0.00, 0.00, 0.42, 0.00, 0.00, 0.00, 0.00, 0.06, 0.00, 0.00, 0.00], "e_homo_ev": [-4.55, -4.66], "total_charge": -1, "s_squared": 0.758, "spin_multiplicity": 2, "lumo_energy_ha": [0.086, 0.084], "relative_energy_kcal_mol": 53.6, "e_tot_ha": -3466.6476, "orbital_gap_ha": [0.2534, 0.2553]}



[2]
{"formula": "C28H28F6N3", "method": "ωB97M-V with the def2-TZVPD basis set", "species": ["C", "C", "H", "C", "H", "H", "F", "F", "C", "H", "H", "H", "H", "N", "F", "C", "C", "H", "C", "H", "C", "H", "C", "H", "C", "F", "H", "H", "H", "C", "H", "H", "H", "H", "C", "H", "F", "C", "C", "H", "N", "C", "C", "C", "C", "H", "H", "H", "C", "C", "H", "H", "C", "C", "C", "C", "H", "F", "C", "H", "N", "H", "C", "C", "C"], "coordinates": [[-1.036, 2.599, 1.294], [-2.152, -5.552, 2.126], [-2.706, -6.254, 2.761], [-1.248, -3.020, 0.823], [0.498, 0.896, 2.127], [0.303, 3.729, 3.381], [5.405, -1.351, -3.960], [-4.590, -5.183, 0.503], [-0.414, 3.851, 1.415], [-4.290, 1.558, -1.936], [-0.542, -1.672, -0.678], [3.803, 2.566, -0.834], [-2.788, -1.985, 3.688], [-2.737, -4.233, 2.280], [-6.267, -4.074, 1.448], [1.373, 0.366, 0.232], [-1.418, 3.794, -0.618], [-2.014, 5.239, -2.085], [-4.920, -4.105, 1.299], [-1.519, 0.078, 3.133], [-0.806, -1.803, 0.375], [-1.102, -5.544, 2.455], [5.807, 0.467, -2.498], [4.870, 1.891, -4.412], [-2.187, 4.247, -1.675], [7.298, -1.400, -2.814], [1.864, 2.432, 0.729], [-3.921, 3.808, -2.905], [2.822, -1.295, -2.403], [6.002, -0.994, -2.770], [6.087, 0.657, -1.454], [6.415, 1.042, -3.204], [-2.720, 0.672, -0.141], [1.348, -1.707, -0.482], [-1.713, 2.566, 0.039], [-0.265, 5.470, 0.052], [-4.545, -2.978, 0.593], [-3.459, 2.164, -1.563], [-3.240, 3.437, -2.131], [-4.438, -5.101, 3.116], [-0.621, 4.539, 0.252], [-2.641, 1.692, -0.528], [-4.159, -4.178, 2.592], [-2.058, -3.085, 1.981], [-0.632, -0.738, 1.320], [-4.370, -3.273, 3.172], [-1.063, -3.938, 0.269], [3.748, 0.518, -4.683], [-1.468, -0.790, 2.473], [4.033, 1.327, -3.991], [-2.188, -5.893, 1.078], [3.173, 1.999, -3.867], [3.164, 1.679, -0.787], [-2.176, -1.926, 2.787], [1.765, -0.711, -0.624], [3.431, 0.654, -1.727], [-0.110, 5.404, 2.852], [5.365, -1.713, -1.782], [2.129, 1.569, 0.111], [1.368, 4.634, 2.269], [4.399, 0.796, -2.707], [-1.257, 1.934, 2.125], [0.322, 4.438, 2.542], [0.326, 0.309, 1.212], [2.661, -0.526, -1.647]], "mulliken_charge": [-0.22, -0.99, 0.31, -0.64, 0.75, 0.29, -0.27, -0.27, -0.67, 0.39, 1.12, 0.48, 0.49, 0.25, -0.25, 0.08, -0.16, 0.40, 0.98, 0.34, -0.70, 0.35, -0.95, 0.34, -0.77, -0.27, 0.26, 0.36, 0.48, 0.96, 0.29, 0.40, 0.35, 0.76, 1.26, 0.22, -0.24, -0.73, -0.51, 0.39, 0.07, -0.36, -0.97, 0.52, 0.81, 0.28, 0.39, 0.27, -0.94, -0.93, 0.37, 0.34, -0.81, -0.85, -1.09, -0.21, 0.42, -0.25, -0.51, 0.34, 0.37, 0.91, -1.47, -0.38, 0.00], "e_homo_ev": -10.21, "total_charge": 1, "lumo_energy_ha": -0.182, "e_tot_ha": -1846.9668, "orbital_gap_ha": 0.1936}



[3]
{"formula": "C28H28FeNO3", "method": "ωB97M-V with the def2-TZVPD basis set", "species": ["H", "C", "Fe", "C", "C", "C", "C", "C", "H", "C", "O", "H", "C", "H", "C", "C", "H", "H", "H", "C", "H", "H", "H", "H", "C", "C", "H", "H", "C", "C", "N", "H", "H", "C", "C", "C", "H", "H", "H", "C", "H", "C", "O", "H", "C", "H", "O", "H", "C", "H", "H", "C", "H", "C", "C", "H", "H", "C", "C", "H", "C"], "coordinates": [[0.383, 0.798, -3.255], [3.799, -2.974, 1.623], [0.383, 2.043, -0.646], [7.324, -2.923, 5.115], [0.232, -3.501, 2.639], [-2.323, -4.793, 2.632], [2.266, -0.222, 0.066], [4.854, -4.450, 6.244], [-1.857, -5.300, 3.489], [1.855, -3.931, 0.379], [-2.102, 1.638, 1.008], [1.957, -1.824, -1.299], [0.989, 3.704, -1.642], [2.511, 2.337, -2.594], [3.255, 0.472, 0.955], [0.348, 1.717, -2.671], [4.413, -2.830, 0.733], [6.591, -1.613, 1.470], [1.925, -2.536, 3.492], [-0.260, -4.201, 1.510], [5.780, -4.322, 6.801], [7.472, -3.309, 6.121], [0.245, -0.416, -0.640], [0.387, 0.194, 1.040], [-1.201, 1.804, 0.293], [2.666, -1.307, -0.641], [0.064, -4.728, -0.559], [4.010, -4.040, 6.810], [4.000, -3.772, 4.022], [0.840, 0.230, 0.032], [4.969, -3.768, 4.970], [3.625, 1.412, 0.517], [2.476, -4.066, -0.509], [-0.442, 3.614, -1.570], [8.061, -1.782, 3.090], [4.467, -3.103, 2.845], [-2.573, -3.757, 2.900], [8.850, -1.246, 2.560], [1.590, 4.563, -1.360], [1.476, 2.528, -2.315], [9.310, -2.114, 4.838], [2.410, -3.322, 1.541], [-1.455, -4.840, 1.478], [3.044, -4.254, 4.214], [1.541, -3.062, 2.624], [4.129, -0.172, 1.114], [1.776, 3.328, 1.693], [-3.217, -5.328, 2.307], [6.809, -1.984, 2.472], [4.684, -5.521, 6.087], [-1.107, 4.383, -1.187], [8.323, -2.249, 4.390], [3.721, -1.577, -0.674], [-0.841, 2.378, -2.207], [5.825, -2.666, 3.170], [2.855, 0.698, 1.953], [-0.393, -3.342, 3.520], [0.531, -4.298, 0.332], [1.344, 2.826, 0.737], [-1.859, 2.046, -2.393], [6.102, -3.101, 4.488]], "mulliken_spin": [0.00, 0.25, 1.89, 0.04, 0.06, 0.00, 0.16, 0.00, 0.00, 0.13, -0.02, 0.00, 0.01, 0.01, 0.01, -0.04, -0.01, 0.01, -0.01, 0.23, 0.00, 0.00, 0.01, 0.00, 0.05, 0.04, 0.00, 0.00, 0.33, -0.19, 0.15, 0.01, -0.01, -0.03, 0.01, 0.14, 0.00, 0.00, 0.00, 0.16, 0.00, 0.21, 0.11, 0.02, 0.13, -0.01, 0.00, 0.00, 0.06, 0.00, 0.00, 0.01, 0.01, 0.11, -0.01, 0.00, 0.00, -0.04, 0.05, 0.01, -0.03], "e_homo_ev": [-8.51, -10.31], "total_charge": 1, "s_squared": 6.086, "spin_multiplicity": 5, "lumo_energy_ha": [-0.083, -0.238], "relative_energy_kcal_mol": 25.5, "e_tot_ha": -2627.4873, "orbital_gap_ha": [0.2296, 0.1409]}